Molecular formula: C28H40FN13O5
Method: DFT, wB97M-V/def2-TZVPD

The highest occupied orbital energy is -10.2907 eV. The SMILES is [H]/N=C(\C)COC(=O)OC(=O)NC(=O)F.CC#N.CC#N.CC#N.CC#N.CC#N.CC#N.CC#N.CC#N.CC#N.CC#N.CC#N. As for the gap between HOMO and LUMO: 10.37 eV.

```
! wB97M-V def2-TZVPD RIJCOSX def2/J DEFGRID3
* xyz 0 1
H 5.699 -0.264 -2.048
N 4.874 0.352 -1.907
C 4.404 -0.025 -0.764
C 5.117 -1.182 0.091
C 3.126 0.636 -0.114
O 2.520 1.645 -1.001
C 1.225 1.813 -0.427
O 1.186 2.530 0.546
O 0.087 1.212 -1.016
C -0.528 0.277 -0.157
O -0.353 0.181 1.038
N -1.529 -0.639 -0.770
C -0.723 -1.522 -1.628
O 0.073 -2.307 -1.184
F -0.899 -1.362 -3.020
H 6.040 -0.709 0.541
H 4.410 -1.494 0.929
H 5.370 -2.062 -0.571
H 3.405 1.093 0.885
H 2.325 -0.175 -0.003
H -1.965 -1.178 -0.013
C -4.450 -3.744 -2.487
C -3.491 -2.796 -1.940
N -2.731 -2.044 -1.506
H -5.231 -3.243 -3.063
H -3.969 -4.465 -3.151
H -4.945 -4.311 -1.697
C 4.104 4.234 -2.538
C 5.157 5.247 -2.608
N 5.975 6.054 -2.643
H 4.511 3.245 -2.315
H 3.374 4.467 -1.760
H 3.559 4.155 -3.481
C -7.905 -1.134 -4.322
C -7.606 -2.466 -3.798
N -7.372 -3.514 -3.387
H -8.980 -0.952 -4.364
H -7.467 -0.352 -3.699
H -7.512 -1.003 -5.332
C -5.513 -1.386 1.224
C -5.621 -2.796 0.853
N -5.707 -3.905 0.561
H -4.567 -1.162 1.677
H -5.608 -0.736 0.341
H -6.291 -1.093 1.924
C 3.507 6.815 0.834
C 3.833 5.492 1.367
N 4.095 4.455 1.786
H 2.428 6.967 0.765
H 3.907 7.612 1.462
H 3.917 6.954 -0.169
C -2.010 -4.832 1.347
C -2.982 -5.343 0.383
N -3.746 -5.740 -0.377
H -1.533 -5.642 1.903
H -1.217 -4.264 0.854
H -2.481 -4.169 2.077
C 0.669 3.003 -4.085
C 0.986 3.894 -5.200
N 1.236 4.594 -6.077
H -0.334 3.187 -3.695
H 0.713 1.954 -4.384
H 1.369 3.133 -3.257
C 2.869 3.097 4.750
C 3.202 1.778 5.287
N 3.463 0.742 5.709
H 1.789 3.238 4.672
H 3.256 3.898 5.382
H 3.287 3.242 3.751
C 8.021 5.313 -5.141
C 9.443 5.125 -5.425
N 10.561 4.976 -5.647
H 7.599 6.129 -5.731
H 7.444 4.415 -5.370
H 7.849 5.550 -4.090
C -4.529 -3.366 5.312
C -4.734 -2.628 4.067
N -4.896 -2.046 3.083
H -5.256 -3.079 6.073
H -4.624 -4.443 5.163
H -3.535 -3.182 5.727
C -2.803 -6.807 7.739
C -3.986 -6.353 7.009
N -4.916 -5.996 6.436
H -2.478 -7.793 7.399
H -1.963 -6.123 7.605
H -2.997 -6.880 8.810
*
```